Formula: C7H14BePS
Source: the OMol25 dataset
Level of theory: ωB97M-V with the def2-TZVPD basis set

CARTESIAN COORDINATES (ANGSTROEM)
C  -1.5689  -1.1885  -0.8271
C  -1.0766  -0.5947  -2.0336
C  -1.0179  0.8111  -1.9513
C  -0.8855  1.3546  -0.6513
C  -1.4113  0.4839  0.3597
Be  -0.6451  -0.0160  -0.8262
P  1.4303  -0.1391  -0.8591
H  -1.9612  -2.2076  -0.9765
H  -0.9469  -1.1916  -2.8956
H  -1.0097  1.4436  -2.8424
H  -1.6742  0.9517  1.3214
H  -0.6015  2.3407  -0.3783
H  2.2128  0.9148  -0.2211
H  2.1276  -0.2172  -2.1459
H  1.9416  -1.3204  -0.2065
C  -2.6531  -1.5371  1.6933
S  -0.7897  -1.1187  0.7802
C  -0.1956  -0.6203  2.8222
H  -3.3849  -1.5647  0.8793
H  -2.8322  -0.7219  2.4008
H  -2.5842  -2.5054  2.2055
H  -1.0478  -0.2833  3.4202
H  0.2396  -1.5347  3.2383
H  0.5598  0.1574  2.6788

Its lowest unoccupied orbital energy (spin up / spin down) is 3.18 / 3.05 eV. The charge is -1. The HOMO energy (spin up / spin down) comes out at -1.5 / 0.6 eV.

***

Formula: C7H14BrO5Pd
Source: the OMol25 dataset
Level of theory: ωB97M-V with the def2-TZVPD basis set

CARTESIAN COORDINATES (ANGSTROEM)
Pd  -0.1425  -1.1520  0.1270
Br  -1.7269  -2.8598  -1.1517
C  2.2303  -0.2450  3.1288
C  2.6395  -0.3740  1.6620
O  1.9068  -1.2507  0.8844
H  1.2860  0.2977  3.1220
H  3.0124  0.2879  3.6757
H  2.1685  -1.2366  3.5813
H  3.7271  -0.5440  1.5570
H  2.5620  0.6173  1.1733
C  -1.3393  -1.1030  2.7612
C  -1.4587  0.3431  2.2880
O  -1.2390  0.5614  0.9361
H  -1.1545  -1.2107  3.8442
H  -0.4428  -1.6463  2.4278
H  -2.2320  -1.7287  2.6454
H  -0.6098  0.8079  2.8347
H  -2.3954  0.8179  2.6032
C  -0.4306  1.0540  -4.7485
C  -1.5039  1.4932  -3.7712
O  -1.0525  0.9774  -2.5098
C  0.0318  0.2567  -2.7187
O  0.5098  -0.5402  -1.9882
O  0.6146  0.5788  -3.9089
H  -0.0964  1.8791  -5.3778
H  -0.7588  0.2706  -5.4350
H  -2.4913  1.0755  -3.9629
H  -1.6145  2.5728  -3.6795

Its spin multiplicity is 3. Its lowest unoccupied orbital energy (spin up / spin down) is 2.60 / 2.60 eV. The charge is -1. The HOMO energy (spin up / spin down) comes out at -4.4 / -4.2 eV.

***

The calculation returns the following relative energy (zero: lowest compared OMol25 entry of this formula, charge and spin) values, one per record and in order: 1397.94, 0.00 kJ/mol.
The calculation returns the following DFT total energy values, one per record and in order: -1028.76155, -3353.18703 hartree.